Run one
Density functional theory data (wB97M-V/def2-TZVPD) for C44H55IN2O11P2RuSi as an isolated structure.

## Properties
LUMO energy (spin up / spin down) = 1.569 / 0.292 eV
Kohn-Sham gap (spin up / spin down) = 4.41 / 5.59 eV
net charge = -1
multiplicity = 6

Geometry (Å):
C1 10.19776 14.62404 14.96143
O1 9.17856 13.55733 8.84515
C2 17.30903 10.81548 13.27876
H1 13.77105 14.31639 12.56624
H2 13.75064 9.56155 12.36540
C3 10.62136 16.33637 8.81849
H3 14.55378 10.44156 6.25405
H4 15.27469 15.31331 12.66964
H5 13.13755 13.77226 15.99702
C4 15.91697 12.16768 18.20283
C5 15.84243 9.58802 11.81317
O2 13.95750 13.95207 9.86617
C6 14.45312 14.97956 12.02532
C7 8.78608 8.82673 16.22255
H6 15.99950 14.08383 19.22536
Ru1 10.12580 11.98832 13.43713
H7 7.71181 15.72288 8.19932
H8 10.63039 17.98289 10.20615
C8 14.56503 14.07132 17.62962
H9 12.28117 17.24551 7.73445
Si1 13.49803 10.97190 14.99495
H10 13.28513 8.12633 14.05828
C9 13.91892 13.32828 16.62921
C10 16.09286 11.22450 8.36817
C11 17.12686 10.03116 12.11794
P1 10.23948 13.75275 9.99238
H11 16.65052 11.32623 7.41975
I1 10.96568 15.63060 13.29678
C12 8.35174 7.80197 15.34333
H12 9.67806 15.31148 18.20784
H13 9.85680 10.67137 16.34407
H14 7.30834 12.10109 7.62976
H15 11.23961 11.77695 9.22654
H16 11.74748 13.17305 8.20551
H17 7.54394 14.04318 10.04212
C13 12.87164 9.22156 17.24492
C14 7.84891 6.40476 15.92204
C15 9.52933 14.90875 17.20468
C16 16.22866 11.12943 14.07975
H18 15.74497 15.99693 9.69504
H19 7.47524 14.44884 6.95142
N1 9.67411 10.10920 14.40239
H20 15.48440 13.29188 11.14652
H21 14.27350 15.10365 17.87055
C17 11.57900 12.81365 9.24972
H22 16.58486 11.85430 9.12421
C18 9.41284 9.91039 15.69297
O3 9.77726 8.44279 11.27347
H23 16.36068 11.86916 14.87124
H24 7.95720 13.12058 12.97920
C19 12.46750 8.01530 17.83280
H25 13.85202 15.81811 11.61394
C20 8.28999 12.06216 12.98527
H26 16.52573 14.41574 9.24152
O4 8.07845 6.46716 17.15572
H27 6.17133 14.90738 8.06141
H28 7.71291 11.46004 13.65444
H29 8.32279 7.32825 13.17316
C21 16.11849 15.02689 10.09587
H30 12.59517 15.53122 8.15552
C22 7.11728 12.34640 8.70858
C23 8.63347 7.99248 13.98765
H31 7.83192 13.62573 17.72236
C24 15.26489 11.43320 17.21014
C25 12.35219 6.85572 17.05769
H32 12.77330 6.02503 15.10043
H33 11.04047 16.11036 16.26762
C26 13.17710 9.31419 15.87271
H34 14.44248 12.57994 7.76106
O5 9.86279 13.27620 11.37390
H35 10.27836 18.39171 8.48062
C27 10.33889 15.31813 16.15134
H36 16.95371 15.19844 10.79397
C28 13.07867 8.13754 15.13716
C29 12.08672 16.46770 8.49646
H37 9.01552 17.63754 9.48054
C30 7.27188 14.75611 8.00883
O6 10.56370 15.32861 10.00581
H38 10.01418 15.86005 8.04717
C31 9.32216 9.14410 13.58003
C32 15.58260 13.52245 18.39001
C33 14.65515 11.55090 8.10805
C34 14.00941 10.51878 7.22270
H39 12.59457 16.78352 9.42395
C35 10.08317 17.67170 9.30728
H40 6.02617 12.35262 8.90723
C36 8.66044 13.18424 15.81964
H41 18.00533 9.80292 11.52139
C37 9.82913 9.34076 12.12376
H42 18.31439 11.14804 13.52222
O7 12.93447 12.28980 11.59553
H43 11.95662 5.94679 17.53975
H44 14.10923 9.49871 7.62908
H45 8.24524 11.66235 11.95425
O8 7.38335 5.53812 15.14311
C38 14.75734 9.86840 12.65525
H46 16.78258 11.73929 18.73067
H47 8.00348 12.35575 15.57707
C39 12.72116 6.92840 15.72753
O9 14.00118 11.41580 9.48311
C40 14.26867 11.98883 16.38877
C41 7.69895 13.69559 9.00784
H48 12.20155 7.99164 18.88175
H49 12.93520 10.74536 7.01830
P2 13.14940 12.62938 10.16025
H50 8.48374 8.77138 17.27850
O10 12.14762 11.65296 14.49052
H51 15.63439 10.42952 17.04506
H52 16.20628 10.16695 8.68217
H53 7.58853 11.57430 9.34559
C42 8.58443 13.90172 16.99038
C43 15.04875 14.26545 10.84497
H54 12.94266 10.12967 17.83835
O11 10.32304 10.51409 11.96029
H55 15.67526 9.08564 10.83246
N2 9.58426 13.45582 14.84957
C44 14.94323 10.60516 13.81352

Atomic partial charges in e from the Mulliken method, atoms 1 to 5: atom 1 (C): -0.35, atom 2 (O): -0.22, atom 3 (C): -0.83, atom 4 (H): -0.35, atom 5 (H): 0.25

***

Run two
Density functional theory data (wB97M-V/def2-TZVPD) for C44H55IN2O11P2RuSi as an isolated structure.

## Properties
LUMO energy (spin up / spin down) = 1.784 / 0.524 eV
Kohn-Sham gap (spin up / spin down) = 5.24 / 6.30 eV
net charge = -1
multiplicity = 6

Geometry (Å):
H1 3.12695 2.65141 5.77774
H2 2.05539 1.31758 8.30310
P1 3.85923 0.58811 1.55741
H3 5.39175 1.32243 -1.55496
H4 2.50295 2.92606 0.62360
H5 6.46518 -1.31246 4.43635
H6 5.37226 2.97572 -2.13280
H7 3.01950 3.75828 -0.94564
H8 -4.24156 -1.37700 -8.52186
C1 3.04841 2.79424 -0.30035
C2 0.93354 2.68217 6.46843
H9 -2.10286 3.65534 -7.09549
H10 0.82189 3.51439 7.19604
O1 0.80876 2.88215 2.69471
O2 4.85950 1.65042 1.00580
H11 -4.59961 -4.38913 -5.38901
H12 1.58166 -0.60542 -1.43118
C3 -3.99704 2.34683 -3.98341
C4 -8.06067 -2.80776 -0.49450
C5 -1.10473 -0.97638 -3.65848
O3 -3.52454 -0.30102 -2.46488
H13 4.88352 -0.65608 7.82345
C6 -2.91062 1.61763 -4.44659
O4 -1.17574 3.78240 3.44415
C7 -4.27769 -3.42823 -5.80640
C8 -3.85398 -2.48933 -4.86074
O5 2.59794 0.21432 0.86339
H14 -8.50798 -3.30298 0.35260
H15 2.40050 -2.47184 -2.90089
C9 -4.30205 3.58399 -4.55750
H16 6.66034 -0.74964 7.09316
H17 -1.23116 1.67827 -5.89492
H18 2.83241 2.02627 3.15977
H19 4.89353 -2.01751 3.88568
Ru1 -4.39653 -0.86616 -0.72114
Si1 -2.73487 -0.16359 -3.83438
H20 4.03687 -2.85533 1.27698
H21 -6.49219 -0.73582 -3.27112
H22 5.79197 -3.28308 1.78879
H23 -1.46433 -1.06139 0.42780
C10 4.92121 -1.43824 5.86650
C11 3.66371 1.30322 3.23143
H24 7.47100 -1.78707 1.70877
C12 -6.82912 -2.12569 -0.37876
C13 2.91748 1.74522 7.71829
H25 0.26557 0.60576 1.48752
C14 0.99583 -1.04751 -2.28585
I1 -5.68101 -1.77862 1.42217
C15 -1.68102 -0.01500 0.68669
C16 5.65876 -1.28308 7.19627
H26 3.65967 0.91505 7.64467
H27 4.03160 -2.02893 6.11171
C17 -0.74286 -2.19476 -4.18491
C18 0.52406 -2.79422 -3.87792
O6 4.84576 -0.66594 1.86681
H28 -3.51701 0.25456 -6.83377
H29 6.60539 2.43381 -0.84077
H30 -8.81377 -1.38311 -3.54445
H31 7.48013 -1.39202 -0.03909
H32 -3.64583 5.17131 -5.80061
C19 -0.25676 -0.46549 -2.64446
H33 3.39142 2.63539 8.14877
H34 0.86584 -3.65618 -4.34745
H35 -0.59134 0.42647 -2.03443
N1 -2.89718 0.32428 0.23403
H36 -4.32934 -3.85344 -7.93134
O7 -5.52327 2.66975 1.10148
N2 -6.26047 -1.42396 -1.37722
C20 -4.26581 -3.05651 -7.12970
H37 -9.70370 -3.15212 -1.89407
C21 -3.42810 1.46116 0.87691
C22 -3.39525 -1.22147 -5.23426
H38 -4.13634 -2.72801 -3.83714
C23 -0.43597 2.95153 2.78662
H39 5.87008 -2.25206 7.57911
H40 -4.51394 2.00114 -3.10920
H41 5.17154 -0.94322 -0.11142
C24 -4.16139 -1.69294 -7.49277
C25 5.14041 -2.84462 0.97132
C26 5.51093 -1.40907 0.79180
C27 5.51924 2.39097 -1.17081
C28 -8.79623 -2.56310 -1.70201
H42 4.56104 1.83350 3.55747
H43 -3.76908 -3.22083 -1.63297
C29 -0.76504 0.77657 1.37063
C30 6.99766 -1.12447 0.94394
C31 -1.29945 1.94525 2.03613
C32 -2.66962 2.24876 1.76501
H44 0.25103 1.89699 6.83197
H45 7.17363 -0.08214 1.16367
H46 5.22590 -3.49406 0.07930
H47 0.52139 3.03013 5.51583
H48 -3.21469 -3.23140 0.05181
C33 5.65177 -2.02954 4.66392
C34 -4.88263 1.76319 0.62224
C35 -3.66014 -0.78977 -6.53760
H49 -5.21966 4.06624 -4.24471
C36 2.32259 2.10228 6.36396
O8 4.53161 -0.06710 5.44400
H50 4.86150 3.59134 0.55174
P2 3.16960 0.19132 4.60120
C37 4.55703 2.69507 -0.01593
C38 1.38678 -2.22205 -2.96883
C39 -2.59610 3.33550 -6.18549
H51 -2.29965 -2.28498 -1.30019
C40 -2.17188 2.15433 -5.53224
C41 -3.31506 -2.52194 -0.81359
C42 -3.46055 4.18353 -5.50576
C43 -8.30936 -1.62855 -2.65003
O9 -5.34692 1.03470 -0.40575
H52 2.73382 1.96772 -0.88467
C44 -6.99709 -1.24321 -2.51894
H53 -1.39977 -2.82766 -4.74023
H54 6.04050 -3.00653 4.82466
O10 2.14154 0.90260 5.55724
O11 2.62888 -1.15591 4.20375
H55 -3.24941 3.00001 2.24739

Atomic partial charges in e from the Mulliken method, atoms 1 to 5: atom 1 (H): 0.28, atom 2 (H): 0.32, atom 3 (P): 0.01, atom 4 (H): 0.19, atom 5 (H): 0.36

***

Among the structures above, stability is greatest for run one.